ORCA calculation (the ωB97M-V functional and the def2-TZVPD basis) on 2 unconnected molecules or ions with the total composition C4H9IN3 in a non-equilibrium geometry.

Structure (XYZ):
```
17
Properties=species:S:1:pos:R:3:nbo_charge:R:1
C -1.842 1.238 0.234 0.292
C 0.669 -0.636 0.539 0.402
C 0.486 0.124 -1.905 -0.638
C 0.727 0.321 -0.501 -0.360
N -1.543 2.368 0.361 -0.552
N 1.103 -0.428 1.821 -0.807
N 0.236 -1.980 0.325 -0.825
I -2.874 -0.479 0.116 0.500
H -0.055 1.075 -2.429 0.208
H 1.385 0.156 -2.427 0.238
H 0.061 -0.800 -2.214 0.215
H 1.157 1.251 -0.305 0.210
H -1.694 3.292 0.899 0.503
H 1.402 0.499 2.082 0.413
H 1.050 -1.169 2.526 0.408
H -0.453 -2.333 -0.347 0.410
H 0.187 -2.499 1.224 0.383
```

Output
total energy	-16855.024	eV
molar mass	226.04	g mol⁻¹
charge	+1
HOMO-LUMO gap (alpha / beta)	5.808 / 5.807	eV
energy relative to the best compared isomer or geometry (same formula, charge and spin)	91.2	kcal per mole

ORCA calculation (the ωB97M-V functional and the def2-TZVPD basis) on a single C4H9IO molecule in a non-equilibrium geometry.

Structure (XYZ):
```
15
Properties=species:S:1:pos:R:3:nbo_charge:R:1
C 1.633 0.844 -0.161 -0.603
C 0.054 1.018 -0.027 -0.436
C -0.396 -0.209 0.690 0.150
C -0.252 -1.424 -0.203 -0.686
O -2.018 0.145 0.971 -0.752
I -3.314 -0.022 -0.593 0.360
H 1.766 -0.075 -0.639 0.201
H 2.101 0.898 0.754 0.204
H 2.016 1.573 -0.829 0.212
H -0.436 0.936 -1.062 0.216
H -0.207 1.918 0.611 0.232
H -0.076 -0.398 1.755 0.214
H -0.860 -2.248 0.011 0.233
H -0.732 -1.053 -1.055 0.220
H 0.722 -1.901 -0.223 0.235
```

Output
total energy	-14439.590	eV
molar mass	200.02	g mol⁻¹
HOMO-LUMO gap	8.550	eV
SMILES string	CC[C@H](C)OI
energy relative to the best compared isomer or geometry (same formula, charge and spin)	41.8	kcal per mole

ORCA calculation (the ωB97M-V functional and the def2-TZVPD basis) on 2 unconnected molecules or ions with the total composition C4H9IOS in a non-equilibrium geometry.

Structure (XYZ):
```
16
Properties=species:S:1:pos:R:3:nbo_charge:R:1
C 1.127 0.542 -1.470 -0.602
C 0.534 -0.705 -0.678 -0.334
C 1.531 -1.399 0.265 -0.606
C -0.656 -0.255 0.103 0.474
O -1.736 0.116 -0.266 -0.534
H 1.682 1.081 -0.733 0.202
H 0.307 1.216 -1.616 0.226
H 1.864 0.424 -2.191 0.226
H 0.273 -1.524 -1.447 0.229
H 2.393 -1.664 -0.191 0.214
H 1.188 -2.365 0.633 0.213
H 1.735 -0.819 1.162 0.204
H -0.362 -0.210 1.222 0.090
S -4.009 2.238 1.374 -0.210
I -2.542 1.834 3.307 0.041
H -3.327 1.490 0.528 0.166
```

Output
total energy	-25276.246	eV
molar mass	232.09	g mol⁻¹
HOMO-LUMO gap	8.038	eV
SMILES string	CC(C)C=O.SI
energy relative to the best compared isomer or geometry (same formula, charge and spin)	26.0	kcal per mole

ORCA calculation (the ωB97M-V functional and the def2-TZVPD basis) on a molecular structure, C4H9Li.

Structure (XYZ):
```
14
Properties=species:S:1:pos:R:3:nbo_charge:R:1
C 1.666 -0.086 -0.561 -0.648
C 0.816 -0.053 0.701 -0.537
C -0.500 -0.769 0.483 -0.453
C -1.558 -0.028 -0.381 -0.633
H 1.081 -0.132 -1.485 0.156
H 2.322 -0.953 -0.540 0.198
H 2.319 0.783 -0.601 0.189
H 0.636 1.025 0.939 -0.067
H -0.952 -0.992 1.448 0.182
H -0.257 -1.698 -0.021 0.199
H -1.120 0.774 -0.967 0.196
H -2.040 -0.714 -1.077 0.198
H -2.341 0.370 0.258 0.180
Li -0.072 2.472 1.805 0.840
```

Output
total energy	-4494.754	eV
molar mass	64.06	g mol⁻¹
HOMO-LUMO gap	3.655	eV